{"formula": "C5H8N2", "method": "ωB97M-V/def2-TZVPD", "symbols": ["C", "N", "C", "C", "C", "C", "N", "H", "H", "H", "H", "H", "H", "H", "H"], "xyz": [[1.126010, -1.084790, -2.210795], [0.886131, -0.572118, -0.895083], [-0.238604, -0.059572, -0.601761], [-0.480553, 0.377614, 0.778577], [-1.748974, 0.973220, 1.334712], [0.594483, 0.125702, 1.493897], [1.623337, -0.161159, 2.081519], [1.307080, -2.164683, -2.143718], [2.042263, -0.632233, -2.605522], [0.297049, -0.899962, -2.909930], [-1.088420, -0.001952, -1.294876], [-1.845294, 0.800894, 2.412326], [-2.630412, 0.550229, 0.846518], [-1.775158, 2.061341, 1.182189], [1.931061, 0.687467, 2.531947]], "forces_ev_per_angstrom": [[0.0180, -0.0716, -0.2788], [-0.4512, 0.2153, -0.0780], [0.1748, -0.0593, -0.2187], [0.1368, -0.1382, -0.0041], [-0.1219, -0.0419, -0.0316], [0.1071, -0.0871, 0.4691], [-1.2526, -0.0531, 0.7151], [-0.0315, 0.1598, -0.0680], [-0.1514, -0.0758, -0.0402], [0.0732, -0.0436, -0.0124], [0.0972, 0.0610, -0.1529], [0.0710, -0.0536, -0.2192], [0.0526, 0.0001, 0.0477], [0.0147, -0.2420, -0.0323], [1.2631, 0.4300, -0.0956]], "mulliken_charge": [-0.706, -0.347, -0.029, 0.075, -1.212, 0.499, -0.582, 0.236, 0.229, 0.300, 0.324, 0.344, 0.348, 0.256, 0.265], "homo_ev": -8.171, "charge": 0, "homo_lumo_gap_ha": 0.3337}

{"formula": "C5H8N2", "method": "ωB97M-V/def2-TZVPD", "symbols": ["C", "C", "C", "C", "N", "C", "N", "H", "H", "H", "H", "H", "H", "H", "H"], "xyz": [[2.568509, -0.353220, 0.050384], [0.590116, 0.079370, 0.546904], [-0.296677, -0.706205, -0.213033], [-1.427452, 0.114540, -0.180112], [-2.722832, -0.197988, -0.604208], [-1.026372, 1.358227, 0.381616], [0.276348, 1.363143, 0.709887], [2.632543, -0.919816, 0.973658], [2.450681, -0.991515, -0.823668], [3.438321, 0.306282, -0.038995], [-0.224808, -1.754724, -0.470152], [-3.448349, 0.207277, -0.028652], [-2.882514, -1.188417, -0.726471], [-1.650369, 2.225540, 0.569129], [1.791852, 0.483574, -0.074832]], "forces_ev_per_angstrom": [[0.1531, -0.2689, 0.0346], [0.0079, 0.1103, -0.0669], [-0.1115, -0.0257, 0.0410], [0.1636, 0.1006, 0.0429], [-0.1061, -0.0913, 0.1116], [-0.2402, 0.0542, -0.0419], [-0.0048, -0.1844, -0.0129], [-0.0422, 0.1442, -0.1263], [0.0785, 0.0818, 0.1652], [-0.0742, -0.0571, 0.0290], [-0.0041, 0.1975, -0.0113], [0.0734, -0.0655, -0.0428], [0.0083, 0.1266, -0.0147], [0.0551, -0.1348, -0.0030], [0.0431, 0.0125, -0.1045]], "mulliken_charge": [-0.894, 0.348, -0.895, 0.844, -0.534, -0.750, -0.586, 0.284, 0.310, 0.362, 0.343, 0.237, 0.237, 0.400, 0.296], "homo_ev": -7.532, "charge": 0, "homo_lumo_gap_ha": 0.2930}

no.,electronic energy (Ha)
1,-304.7471
2,-304.6641